[1]
80
Properties=species:S:1:pos:R:3:lowdin_charge:R:1 method="wB97M-V/def2-TZVPD" charge=0 homo_energy_ev=-6.5 e_above_lowest_kj_mol=0.0
Cd -0.0310 0.5765 -0.0778 1.090
C -2.0565 1.8866 -8.1931 -0.104
C -2.1467 0.6615 -7.6538 -0.125
C -1.3793 -0.5375 -8.0926 -0.190
C -0.0102 -0.2606 -8.7375 -0.211
C 0.8821 0.5835 -7.8831 -0.116
C 0.9725 1.9198 -7.8941 -0.105
C 0.2162 2.8337 -8.8224 -0.193
C -1.1538 2.3259 -9.3128 -0.212
C 1.5686 0.7306 1.4120 -0.352
H -2.7735 2.6729 -7.9133 0.104
H -2.9572 0.4576 -6.9470 0.087
H -1.9886 -1.1151 -8.8048 0.121
H -1.2026 -1.1917 -7.2284 0.101
H 0.4919 -1.2343 -8.8164 0.108
H -0.1122 0.0953 -9.7689 0.099
H 1.5881 -0.0143 -7.2859 0.101
H 1.7548 2.4355 -7.3175 0.104
H 0.8296 3.0697 -9.7116 0.119
H 0.0376 3.7952 -8.3126 0.111
H -1.6581 3.2044 -9.7560 0.110
H -1.0487 1.6049 -10.1421 0.102
H 1.1998 1.4347 2.1709 -0.052
H 2.4823 1.1700 1.0050 -0.080
H 1.8900 -0.1538 1.9820 -0.041
P 1.6925 -0.5118 -1.7991 0.927
P -1.5020 -0.7909 -1.7884 0.948
N 2.7139 0.7959 -2.2824 -0.262
N 2.8737 -1.7036 -1.4033 -0.247
N -2.2414 0.4814 -2.7120 -0.260
N -2.9047 -1.7330 -1.4151 -0.248
C 0.8544 -1.1055 -3.3102 -0.375
C -0.5303 -1.7103 -3.0526 -0.363
C 2.5307 2.1225 -1.8524 -0.160
C 3.4130 2.9366 -2.5365 -0.087
C 4.1718 2.0978 -3.4234 -0.086
C 3.7234 0.7982 -3.2531 -0.126
C 3.7044 -1.6561 -0.2682 -0.120
C 4.3285 -2.8815 -0.1102 -0.079
C 3.8635 -3.7399 -1.1697 -0.085
C 2.9665 -3.0037 -1.9286 -0.139
C -2.4090 1.7887 -2.2274 -0.149
C -2.8209 2.5972 -3.2671 -0.076
C -2.8977 1.7813 -4.4421 -0.074
C -2.5373 0.4967 -4.0766 -0.146
C -4.0185 -2.0531 -2.2057 -0.127
C -4.8209 -2.9393 -1.5094 -0.085
C -4.1868 -3.1925 -0.2425 -0.080
C -3.0200 -2.4537 -0.2127 -0.129
H 1.4949 -1.8298 -3.8242 0.069
H 0.7880 -0.2238 -3.9642 0.092
H -1.0985 -1.7967 -3.9875 0.071
H -0.4384 -2.7281 -2.6397 0.093
H 1.7805 2.3493 -1.1075 0.055
H 3.5029 4.0099 -2.4253 0.096
H 4.9480 2.4387 -4.1004 0.095
H 4.0196 -0.1243 -3.7240 0.106
H 3.7524 -0.7605 0.3296 0.092
H 5.0310 -3.1600 0.6681 0.098
H 4.1519 -4.7704 -1.3372 0.094
H 2.3734 -3.2822 -2.7808 0.085
H -2.1992 2.0138 -1.1891 0.071
H -3.0528 3.6557 -3.2151 0.100
H -3.1773 2.0979 -5.4416 0.080
H -2.4481 -0.4068 -4.6604 0.089
H -4.1222 -1.6218 -3.1880 0.092
H -5.7488 -3.3825 -1.8558 0.095
H -4.5434 -3.8530 0.5381 0.097
H -2.2490 -2.3599 0.5361 0.083
F -3.8636 -0.6266 5.0676 0.009
C -3.0387 -0.4548 3.9749 -0.291
C -1.9036 -1.2345 3.8475 -0.033
C -1.0769 -1.0528 2.7092 -0.179
C -1.3981 -0.1270 1.7246 -0.335
C -2.5406 0.6333 1.8888 -0.195
C -3.3807 0.4859 3.0185 -0.034
H -1.6650 -1.9767 4.6189 0.111
H -0.1630 -1.6518 2.6482 0.080
H -2.8090 1.3900 1.1472 0.055
H -4.2849 1.0869 3.1352 0.108

[2]
110
Properties=species:S:1:pos:R:3:lowdin_charge:R:1 method="wB97M-V/def2-TZVPD" charge=0 homo_energy_ev=-8.4 smiles="C=CCc1cc2nc(P(=N)(O)O)c(OCCNC[C@@H](C)O)nc2c(OCC)c1S.FC(F)C(F)(F)COC(F)(F)C(F)F.FC(F)C(F)(F)COC(F)(F)C(F)F.FC(F)C(F)(F)COC(F)(F)C(F)F"
C 6.7461 -2.5044 0.4675 0.004
C 7.5079 -2.1148 -0.5565 -0.148
C 7.7368 -0.6482 -0.9262 -0.183
C 6.5734 0.1898 -0.4618 -0.247
C 5.4781 0.2912 -1.2896 0.038
C 4.3283 1.0082 -0.9071 -0.205
N 3.2634 1.0488 -1.7622 0.160
C 2.2298 1.6934 -1.2991 -0.208
P 0.7443 1.7325 -2.3743 0.501
N -0.5638 1.3244 -1.6550 -0.115
O 1.0492 0.7338 -3.5703 -0.123
O 0.6589 3.1640 -3.0790 -0.130
C 2.2155 2.3542 -0.0340 -0.326
O 1.0964 3.0362 0.3159 -0.039
C 0.6977 2.8580 1.6781 -0.162
C 0.0420 1.5172 1.9500 -0.198
N 0.9681 0.3982 1.8404 -0.028
C 0.3583 -0.8135 1.3157 -0.188
C 1.4040 -1.8262 0.8098 -0.413
C 0.7174 -2.7957 -0.1415 -0.046
O 2.4914 -1.1867 0.1596 -0.032
N 3.2382 2.3577 0.7532 0.252
C 4.3202 1.6497 0.3332 -0.118
C 5.4587 1.5783 1.1898 -0.235
O 5.3421 2.2099 2.3934 -0.065
C 6.1062 3.4035 2.5450 -0.243
C 5.6536 4.5009 1.5979 -0.064
C 6.5742 0.8533 0.8073 -0.434
S 7.9889 0.6429 1.8659 0.853
H 6.6757 -1.9212 1.3777 0.045
H 6.1355 -3.3968 0.4354 0.058
H 7.9607 -2.8880 -1.1673 0.093
H 8.6634 -0.3019 -0.4717 0.075
H 7.8285 -0.5866 -2.0056 0.112
H 5.5100 -0.2093 -2.2463 0.127
H -0.3707 1.1352 -0.6813 -0.053
H 1.5396 1.1686 -4.2825 0.086
H 0.4538 3.8357 -2.4164 0.083
H 1.5107 3.0220 2.3823 0.118
H -0.0428 3.6282 1.8836 0.125
H -0.8417 1.3881 1.3291 0.112
H -0.3410 1.5832 2.9783 0.123
H 1.4094 0.1960 2.7259 0.120
H -0.2429 -1.3339 2.0719 0.113
H -0.2956 -0.5956 0.4734 0.098
H 1.7788 -2.4027 1.6561 0.129
H 0.1011 -2.2664 -0.8703 0.083
H 0.0510 -3.4540 0.4146 0.085
H 1.4319 -3.4135 -0.6816 0.084
H 2.2889 -1.1781 -0.7805 0.076
H 5.8994 3.7437 3.5572 0.123
H 7.1779 3.2329 2.4987 0.075
H 6.2467 5.4015 1.7405 0.078
H 4.6118 4.7234 1.8133 0.074
H 5.7223 4.1991 0.5536 0.076
H 8.5951 1.8369 1.7902 -0.121
F -6.9330 2.8511 -2.4528 0.095
C -6.3118 1.7472 -1.9890 -0.298
F -7.1948 1.1159 -1.1702 0.086
C -5.0360 2.0813 -1.2176 -0.438
F -5.3375 2.7623 -0.0877 0.127
F -4.5147 0.8850 -0.8275 0.107
C -3.9182 2.8189 -1.9717 -0.038
O -3.8239 4.2302 -1.8107 0.046
C -4.5657 5.0949 -2.5717 -0.547
F -5.1615 4.4650 -3.6008 0.148
F -3.7029 5.9894 -3.1067 0.139
C -5.5682 5.8937 -1.7324 -0.287
F -6.3940 5.0802 -1.0496 0.102
F -6.3206 6.6633 -2.5527 0.097
H -6.0957 1.0859 -2.8329 0.155
H -2.9887 2.4490 -1.5357 0.118
H -3.8742 2.5298 -3.0213 0.149
H -5.0383 6.5335 -1.0238 0.174
F 2.8525 -5.4534 4.6126 0.095
C 3.6542 -5.9861 5.5563 -0.304
F 3.2696 -7.2698 5.7437 0.099
C 3.5446 -5.2366 6.8862 -0.444
F 2.3092 -5.3885 7.4084 0.134
F 4.4127 -5.8579 7.7342 0.105
C 3.9255 -3.7470 6.8998 -0.040
O 2.8837 -2.7882 6.8152 0.052
C 2.3776 -2.3903 5.6048 -0.544
F 3.1402 -2.8213 4.5837 0.147
F 2.4193 -1.0393 5.5820 0.143
C 0.9103 -2.7916 5.4293 -0.278
F 0.7397 -4.1177 5.5663 0.108
F 0.5132 -2.4421 4.1818 0.088
H 4.6862 -5.9821 5.1944 0.174
H 4.3478 -3.5782 7.8889 0.149
H 4.7295 -3.5297 6.1963 0.148
H 0.2843 -2.2821 6.1645 0.177
F -8.8555 -3.7228 -5.2447 0.097
C -9.9466 -3.1117 -4.7494 -0.305
F -10.9979 -3.4695 -5.5236 0.097
C -9.8276 -1.5819 -4.7600 -0.440
F -9.7853 -1.1240 -6.0282 0.134
F -10.9915 -1.1260 -4.2147 0.105
C -8.6940 -0.9270 -3.9467 -0.031
O -7.5116 -0.5413 -4.6658 0.036
C -6.5252 -1.4879 -4.8659 -0.538
F -6.7287 -2.5839 -4.1168 0.151
F -5.3675 -0.9366 -4.4314 0.136
C -6.3296 -1.8244 -6.3506 -0.287
F -7.4680 -2.2525 -6.9194 0.105
F -5.4077 -2.8072 -6.4601 0.102
H -10.1250 -3.4739 -3.7330 0.173
H -9.1077 0.0168 -3.5953 0.147
H -8.4521 -1.4838 -3.0434 0.145
H -5.9815 -0.9402 -6.8890 0.176

[3]
88
Properties=species:S:1:pos:R:3:lowdin_charge:R:1 method="wB97M-V/def2-TZVPD" charge=0 homo_energy_ev=-7.4 e_above_lowest_kj_mol=103.7
C 0.7138 4.2426 -0.5169 -0.043
C 0.1812 3.2229 -1.5134 -0.388
C 0.6450 3.5743 -2.9266 -0.061
C -1.3425 3.0957 -1.4048 -0.120
C -2.1913 4.0007 -2.0560 -0.013
C -3.5788 3.9431 -1.9114 -0.044
C -4.1400 2.9807 -1.0811 -0.029
C -3.3222 2.0521 -0.4332 -0.131
C -3.9534 1.0544 0.5363 -0.390
C -5.1411 0.3266 -0.0844 -0.049
C -4.3300 1.7680 1.8245 -0.043
C -1.9320 2.0721 -0.6460 -0.133
N -1.0743 1.0856 0.0387 -0.202
P -0.7455 -0.5453 -0.4337 1.229
H 0.9088 -0.3670 -1.1640 0.001
N -0.3604 -0.8966 1.1978 -0.234
C -0.3800 -2.2141 1.8619 -0.138
C 0.8047 -2.9503 2.0058 -0.122
C 2.1619 -2.4353 1.4568 -0.372
C 2.7951 -3.4501 0.4931 -0.052
C 3.0847 -2.1362 2.6236 -0.056
C 0.7497 -4.1699 2.6828 -0.022
C -0.4292 -4.6360 3.2758 -0.038
C -1.5711 -3.8478 3.1908 -0.035
C -1.5645 -2.6455 2.4882 -0.137
C -2.8493 -1.8203 2.3967 -0.382
C -3.1685 -1.2216 3.7622 -0.045
C -4.0091 -2.6625 1.8588 -0.049
C -0.2882 0.2296 2.0047 -0.079
C -0.6587 1.3527 1.3332 -0.085
H 0.3742 4.0153 0.4983 0.068
H 1.8093 4.3114 -0.5296 0.089
H 0.3145 5.2256 -0.7999 0.089
H 0.5974 2.2386 -1.2794 0.072
H 0.2398 2.8660 -3.6604 0.078
H 0.3168 4.5814 -3.2043 0.075
H 1.7436 3.5526 -2.9828 0.090
H -1.7387 4.7764 -2.6606 0.110
H -4.2239 4.6893 -2.3875 0.114
H -5.2189 2.9231 -0.9254 0.114
H -3.1910 0.3072 0.7633 0.070
H -4.8591 -0.2345 -0.9829 0.096
H -5.5489 -0.4019 0.6211 0.062
H -5.9351 1.0430 -0.3159 0.076
H -3.4444 2.1938 2.3264 0.087
H -5.0497 2.5606 1.5841 0.088
H -4.8190 1.0850 2.5253 0.068
H 1.9843 -1.5199 0.8772 0.094
H 2.0859 -3.7795 -0.2880 0.091
H 3.7048 -3.0329 0.0390 0.074
H 3.0862 -4.3490 1.0458 0.075
H 2.6046 -1.4169 3.2980 0.085
H 3.2889 -3.0596 3.1852 0.086
H 4.0345 -1.7088 2.2788 0.062
H 1.6681 -4.7296 2.7588 0.109
H -0.4300 -5.5478 3.8629 0.109
H -2.5191 -4.1499 3.6550 0.116
H -2.6816 -1.0028 1.6902 0.072
H -2.3854 -0.5219 4.0817 0.083
H -4.1114 -0.6717 3.7369 0.066
H -3.2805 -2.0439 4.4814 0.086
H -3.8102 -3.0153 0.8401 0.094
H -4.1819 -3.5218 2.5079 0.073
H -4.9358 -2.0805 1.8207 0.065
H 0.1223 0.1501 2.9844 0.134
H -0.7044 2.3477 1.7276 0.127
O 5.0065 -0.7796 0.4730 -0.313
S 4.2552 0.3613 -0.0457 0.762
O 3.1912 1.0036 0.6857 -0.305
C 5.6418 1.5803 -0.2872 -0.607
F 6.0247 2.0795 0.8981 0.140
F 6.7307 1.0339 -0.8884 0.129
F 5.1444 2.5794 -1.0724 0.101
C 3.5317 -0.1511 -1.5963 -0.275
C 2.0090 -0.0051 -1.7657 -0.098
C 1.8092 -0.1233 -3.2559 -0.117
N 0.5563 -0.0276 -3.8085 -0.174
O -0.5157 0.4350 -3.4342 -0.014
O 0.6866 -0.6319 -5.1270 0.017
N 1.9871 -1.0302 -5.3463 0.142
C 2.6654 -0.7045 -4.1999 -0.173
C 4.0102 -0.9585 -3.8577 -0.100
N 4.9902 -1.5266 -4.8011 -0.323
O 4.6767 -1.6858 -5.9984 0.046
O 6.1101 -1.8777 -4.3390 0.008
C 4.3972 -0.7691 -2.5056 0.012
H 1.7376 1.1536 -1.5067 0.124
H 5.4330 -1.0368 -2.2543 0.132

[4]
80
Properties=species:S:1:pos:R:3:mulliken_spin:R:1 method="wB97M-V/def2-TZVPD" charge=0 s_squared=8.822 homo_energy_ev="-5.9 / -8.1" e_above_lowest_kj_mol=0.0 multiplicity=6
Mn 0.0300 -0.6778 3.5532 4.647
C -1.2237 1.8596 3.5987 0.047
C -1.3940 0.7301 2.7880 0.005
C -0.8193 0.7401 1.3729 -0.133
C 0.4832 0.0497 0.9785 0.114
C 1.4634 -0.0568 2.1306 -0.049
C 1.6694 1.0259 3.0117 0.327
C 1.1933 2.4236 2.7543 0.044
C -0.1540 2.8584 3.4676 0.047
C 1.3430 -1.7967 4.4100 -0.225
H -2.0109 2.0805 4.3262 -0.004
H -2.2724 0.0701 2.9511 -0.012
H -0.6802 1.7964 1.1179 0.004
H -1.6135 0.2954 0.7554 -0.013
H 0.2737 -0.9587 0.5988 0.097
H 0.9449 0.5697 0.1096 0.012
H 2.2070 -0.8621 2.0502 0.001
H 2.4519 0.9000 3.7681 -0.028
H 1.1312 2.6618 1.6722 0.006
H 1.9705 3.1237 3.1269 0.018
H 0.1242 3.1939 4.4863 -0.006
H -0.5252 3.7852 2.9795 -0.004
H 1.1889 -1.7459 5.4986 0.015
H 2.3631 -1.4931 4.1343 0.017
H 1.1050 -2.8064 4.0200 0.020
P 1.7891 -1.0693 -2.3169 -0.001
P -1.9468 -0.6771 -2.0276 -0.005
N 3.1088 0.0539 -2.7330 -0.001
N 2.3139 -2.4500 -3.5873 0.000
N -2.0047 1.1152 -2.3339 0.000
N -3.5393 -1.0651 -2.8231 0.000
C 0.5693 -0.3384 -3.4962 0.001
C -0.8594 -0.9422 -3.5030 0.000
C 3.9646 0.5505 -1.7320 0.000
C 4.9783 1.2807 -2.3318 0.000
C 4.7677 1.2275 -3.7369 0.000
C 3.5946 0.5310 -3.9555 0.000
C 2.4563 -3.8010 -3.2605 0.000
C 2.8433 -4.5332 -4.3973 0.000
C 2.9887 -3.5922 -5.4690 0.000
C 2.6144 -2.3389 -4.9490 0.000
C -1.8332 1.9349 -1.2267 -0.001
C -1.7462 3.2502 -1.5974 -0.001
C -1.9752 3.2837 -3.0114 0.000
C -2.0668 1.9567 -3.4477 0.000
C -4.2632 -0.3789 -3.8053 0.000
C -5.2116 -1.2296 -4.3498 0.000
C -5.1164 -2.4777 -3.6581 0.000
C -4.0995 -2.3540 -2.7244 0.000
H 0.9805 -0.4924 -4.5091 0.001
H 0.5471 0.7474 -3.3014 -0.001
H -1.3940 -0.5507 -4.3876 0.000
H -0.7782 -2.0313 -3.6419 0.000
H 3.7540 0.3170 -0.7033 0.000
H 5.7796 1.7854 -1.8192 0.000
H 5.4201 1.6156 -4.5136 0.000
H 3.0792 0.3507 -4.8803 0.000
H 2.3105 -4.1455 -2.2418 0.000
H 3.0116 -5.6099 -4.4564 0.000
H 3.3588 -3.7764 -6.4731 0.000
H 2.5810 -1.4014 -5.4783 0.000
H -1.8847 1.5077 -0.2499 0.003
H -1.5503 4.0635 -0.9095 0.000
H -2.1213 4.1639 -3.6098 0.000
H -2.2535 1.5715 -4.4364 0.000
H -4.0666 0.6686 -4.0264 0.000
H -5.8806 -0.9870 -5.1723 0.000
H -5.7233 -3.3610 -3.8417 0.000
H -3.7256 -3.0568 -1.9885 0.000
F -1.7338 0.8235 9.3926 0.000
C -1.3741 0.5065 8.1008 0.007
C -0.2721 1.1525 7.5466 0.005
C 0.0783 0.8314 6.2186 0.041
C -0.6715 -0.1031 5.5193 -0.031
C -1.7718 -0.7382 6.0742 0.023
C -2.1408 -0.4294 7.4061 0.006
H 0.2874 1.8984 8.1090 -0.002
H 0.9186 1.3185 5.7233 -0.020
H -2.3404 -1.4527 5.4792 0.029
H -3.0007 -0.8893 7.8842 -0.001